1.
ORCA calculation (ωB97M-V/def2-TZVPD) on C6H17AlBN2O as an isolated structure.

Properties
* M: 171.01 g/mol
* E_LUMO: 2.9 eV
* orbital gap: 0.2367 hartree
* E: -690.905400 Ha

The geometry in ORCA input format:
```
! wB97M-V def2-TZVPD RIJCOSX def2/J DEFGRID3
* xyz -1 1
C 2.181 -1.675 1.008
C 1.156 -0.608 1.378
C 0.386 -0.190 0.124
C -0.902 0.593 0.376
Al -2.277 0.008 -1.055
B -3.032 -1.884 -0.370
N -3.433 -2.048 1.022
O -3.120 -3.008 -1.232
H 1.677 -2.528 0.584
H 2.797 -1.964 1.846
H 2.791 -1.258 0.226
H 1.723 0.248 1.701
H 0.506 -0.939 2.175
H 1.046 0.441 -0.451
H 0.214 -1.081 -0.471
H -0.718 1.656 0.244
H -1.266 0.446 1.388
H -3.429 1.142 -1.185
H -1.481 -0.222 -2.457
H -2.965 -2.865 1.412
H -3.125 -1.239 1.540
H -2.219 -3.210 -1.505
C 2.092 3.657 -1.402
C 2.558 2.789 -0.331
N 2.922 2.090 0.489
H 1.129 3.300 -1.765
H 1.981 4.673 -1.031
H 2.809 3.649 -2.220
*
```

The computed natural (NBO) charges, all in e, follow: atom 1 (C): -0.5999, atom 2 (C): -0.3934, atom 3 (C): -0.3926, atom 4 (C): -0.9238, atom 5 (Al): 0.7385, atom 6 (B): 0.5601, atom 7 (N): -1.1180, atom 8 (O): -0.9630, atom 9 (H): 0.1891, atom 10 (H): 0.1875, atom 11 (H): 0.1969, atom 12 (H): 0.2049, atom 13 (H): 0.1788, atom 14 (H): 0.1858, atom 15 (H): 0.1690, atom 16 (H): 0.1850, atom 17 (H): 0.1832, atom 18 (H): -0.4003, atom 19 (H): -0.4080, atom 20 (H): 0.3602, atom 21 (H): 0.3746, atom 22 (H): 0.4845, atom 23 (C): -0.7211, atom 24 (C): 0.2985, atom 25 (N): -0.3386, atom 26 (H): 0.2731, atom 27 (H): 0.2445, atom 28 (H): 0.2444

2.
ORCA calculation (ωB97M-V/def2-TZVPD) on C6H17FHfNO3 as an isolated structure.

Properties
* M: 348.69 g/mol
* E_LUMO: -17.0 eV
* orbital gap: 0.0667 hartree
* energy relative to the best compared isomer or geometry (same formula, charge and spin): 191.46 kcal per mole
* E: -665.474251 Ha

The geometry in ORCA input format:
```
! wB97M-V def2-TZVPD RIJCOSX def2/J DEFGRID3
* xyz 3 1
Hf 0.691 2.410 -0.350
F 1.374 -0.460 0.565
C -4.776 3.294 -1.298
C -3.580 2.952 -0.496
C -3.424 1.459 -0.016
O -2.173 1.487 0.562
C -2.279 0.820 1.801
N -2.380 3.321 -1.220
H -5.704 3.055 -0.780
H -4.842 2.530 -2.072
H -4.898 4.278 -1.750
H -3.704 3.492 0.443
H -3.243 0.786 -0.855
H -4.259 1.252 0.652
H -2.426 -0.255 1.704
H -2.891 1.383 2.507
H -1.306 0.942 2.278
H -2.621 4.189 -1.677
H -2.444 2.682 -2.000
C 5.022 -3.370 0.019
C 6.118 -4.397 0.390
O 6.632 -5.069 -0.752
O 4.460 -2.750 1.205
H 4.252 -3.914 -0.529
H 5.363 -2.661 -0.736
H 5.763 -5.220 1.011
H 7.007 -3.939 0.824
H 6.642 -5.965 -0.407
H 3.626 -2.334 0.977
*
```

The computed natural (NBO) charges, all in e, follow: atom 1 (Hf): 2.0276, atom 2 (F): -0.6525, atom 3 (C): -0.6633, atom 4 (C): -0.0801, atom 5 (C): -0.0795, atom 6 (O): -0.5125, atom 7 (C): -0.2849, atom 8 (N): -0.8120, atom 9 (H): 0.2749, atom 10 (H): 0.2230, atom 11 (H): 0.2645, atom 12 (H): 0.2220, atom 13 (H): 0.2115, atom 14 (H): 0.2487, atom 15 (H): 0.2406, atom 16 (H): 0.2363, atom 17 (H): 0.1897, atom 18 (H): 0.4186, atom 19 (H): 0.3813, atom 20 (C): -0.0844, atom 21 (C): -0.0908, atom 22 (O): -0.3536, atom 23 (O): -0.4093, atom 24 (H): 0.2277, atom 25 (H): 0.2854, atom 26 (H): 0.2296, atom 27 (H): 0.2959, atom 28 (H): 0.5221, atom 29 (H): 0.5235

3.
ORCA calculation (ωB97M-V/def2-TZVPD) on a single C6H17N2 molecule.

Properties
* <S²>: 0.75
* M: 117.22 g/mol
* E_LUMO (alpha / beta): 0.9 / 0.7 eV
* orbital gap (alpha / beta): 0.1325 / 0.3661 hartree
* energy relative to the best compared isomer or geometry (same formula, charge and spin): 114.78 kcal per mole
* E: -348.056138 Ha

The geometry in ORCA input format:
```
! wB97M-V def2-TZVPD RIJCOSX def2/J DEFGRID3
* xyz 0 2
C -1.014 0.037 -1.757
N -1.353 -1.098 -0.828
C -2.254 -0.865 0.236
C -1.789 -1.534 1.577
C -0.049 0.982 -0.930
N 0.707 0.320 0.179
C 2.198 0.287 -0.161
C 3.027 1.424 0.608
H -1.885 0.476 -2.175
H -0.444 -0.239 -2.690
H -1.477 -2.004 -1.350
H -3.410 -0.806 0.179
H -2.065 0.342 0.613
H -2.398 -2.323 1.814
H -2.284 -0.851 2.388
H -0.773 -2.036 1.635
H -0.835 1.639 -0.363
H 0.627 1.497 -1.767
H 0.380 -0.755 0.341
H 0.579 0.756 1.077
H 2.552 -0.770 0.085
H 2.368 0.508 -1.196
H 2.830 1.193 1.654
H 2.670 2.344 0.275
H 4.092 1.476 0.555
*
```

The computed natural (NBO) charges, all in e, follow: atom 1 (C): -0.2280, atom 2 (N): -0.6830, atom 3 (C): -0.2566, atom 4 (C): -0.7216, atom 5 (C): -0.2994, atom 6 (N): -0.8188, atom 7 (C): -0.2679, atom 8 (C): -0.6600, atom 9 (H): 0.1975, atom 10 (H): 0.1989, atom 11 (H): 0.3873, atom 12 (H): 0.1961, atom 13 (H): 0.1409, atom 14 (H): 0.2014, atom 15 (H): 0.2153, atom 16 (H): 0.2226, atom 17 (H): 0.2147, atom 18 (H): 0.2308, atom 19 (H): 0.3773, atom 20 (H): 0.3016, atom 21 (H): 0.2079, atom 22 (H): 0.1985, atom 23 (H): 0.2137, atom 24 (H): 0.2074, atom 25 (H): 0.2233

4.
ORCA calculation (ωB97M-V/def2-TZVPD) on a 2-piece molecular cluster, C6H17N2 overall.

Properties
* M: 117.22 g/mol
* E_LUMO: -8.4 eV
* orbital gap: 0.1907 hartree
* energy relative to the best compared isomer or geometry (same formula, charge and spin): 161.75 kcal per mole
* E: -347.833078 Ha

The geometry in ORCA input format:
```
! wB97M-V def2-TZVPD RIJCOSX def2/J DEFGRID3
* xyz 1 1
C 0.585 -0.665 2.756
N 1.248 -0.591 -0.169
C 1.192 -0.092 -1.568
C -0.087 -0.870 -2.009
C -1.352 -0.557 -1.409
C -1.977 0.788 -1.761
C -0.041 0.709 2.415
N 0.810 1.472 1.525
H 0.121 -1.210 3.597
H 1.670 -0.816 3.211
H 0.701 -1.297 1.877
H 0.987 1.006 -1.556
H 1.981 -0.270 -2.262
H 0.111 -1.955 -1.751
H -0.097 -0.666 -3.082
H -1.883 -1.417 -1.677
H -1.238 -0.549 -0.294
H -2.110 0.905 -2.782
H -1.204 1.607 -1.609
H -2.837 1.062 -1.285
H -0.901 0.462 1.824
H -0.247 1.348 3.326
H 1.942 -1.289 -0.158
H 1.437 2.090 2.012
H 1.186 0.799 0.828
*
```

The computed natural (NBO) charges, all in e, follow: atom 1 (C): -0.6483, atom 2 (N): -0.2025, atom 3 (C): -0.2863, atom 4 (C): -0.3341, atom 5 (C): -0.4264, atom 6 (C): -0.5979, atom 7 (C): -0.2519, atom 8 (N): -0.5968, atom 9 (H): 0.2531, atom 10 (H): 0.2310, atom 11 (H): 0.2072, atom 12 (H): 0.2640, atom 13 (H): 0.2372, atom 14 (H): 0.2311, atom 15 (H): 0.2748, atom 16 (H): 0.2394, atom 17 (H): 0.2053, atom 18 (H): 0.2145, atom 19 (H): 0.1914, atom 20 (H): 0.2342, atom 21 (H): 0.2142, atom 22 (H): 0.2381, atom 23 (H): 0.3545, atom 24 (H): 0.3934, atom 25 (H): 0.3609

5.
ORCA calculation (ωB97M-V/def2-TZVPD) on a 2-piece molecular cluster, C6H17N2 overall.

Properties
* M: 117.22 g/mol
* E_LUMO: -8.5 eV
* orbital gap: 0.1866 hartree
* energy relative to the best compared isomer or geometry (same formula, charge and spin): 173.42 kcal per mole
* E: -347.814484 Ha

The geometry in ORCA input format:
```
! wB97M-V def2-TZVPD RIJCOSX def2/J DEFGRID3
* xyz 1 1
C 1.467 -2.988 -0.601
N 1.193 0.271 0.977
C 0.328 1.357 1.542
C 0.141 2.358 0.280
C -1.010 1.776 -0.622
C -2.179 1.234 0.119
C 0.498 -1.882 -1.306
N -0.357 -1.489 -0.184
H 2.466 -3.027 -1.074
H 1.035 -4.013 -0.756
H 1.670 -2.727 0.454
H -0.558 0.876 1.898
H 0.793 1.903 2.360
H 1.131 2.404 -0.323
H -0.150 3.322 0.599
H -1.252 2.516 -1.512
H -0.618 1.015 -1.221
H -2.168 1.611 1.148
H -1.924 0.108 0.299
H -3.038 1.321 -0.676
H 1.071 -0.993 -1.508
H 0.017 -2.264 -2.167
H 1.739 0.032 1.755
H -0.898 -2.306 0.082
H 0.603 -0.415 0.439
*
```

The computed natural (NBO) charges, all in e, follow: atom 1 (C): -0.5974, atom 2 (N): -0.5834, atom 3 (C): -0.2613, atom 4 (C): -0.3896, atom 5 (C): -0.4158, atom 6 (C): -0.6237, atom 7 (C): -0.3033, atom 8 (N): -0.2108, atom 9 (H): 0.2727, atom 10 (H): 0.2491, atom 11 (H): 0.2331, atom 12 (H): 0.2234, atom 13 (H): 0.2282, atom 14 (H): 0.2315, atom 15 (H): 0.2280, atom 16 (H): 0.2275, atom 17 (H): 0.1782, atom 18 (H): 0.2211, atom 19 (H): 0.1876, atom 20 (H): 0.2565, atom 21 (H): 0.2241, atom 22 (H): 0.2855, atom 23 (H): 0.3918, atom 24 (H): 0.3679, atom 25 (H): 0.3789

6.
ORCA calculation (ωB97M-V/def2-TZVPD) on a 2-piece molecular cluster, C6H17N2O overall.

Properties
* <S²>: 2.01
* M: 133.22 g/mol
* E_LUMO (alpha / beta): -3.3 / -9.0 eV
* orbital gap (alpha / beta): 0.2388 / 0.1714 hartree
* energy relative to the best compared isomer or geometry (same formula, charge and spin): 0.00 kcal per mole
* E: -423.095202 Ha

The geometry in ORCA input format:
```
! wB97M-V def2-TZVPD RIJCOSX def2/J DEFGRID3
* xyz 1 3
C -0.777 1.670 -1.150
C 0.118 1.370 1.166
C -2.183 0.983 0.696
C 0.508 -0.858 -1.338
C -0.820 0.755 0.050
C -0.213 -0.595 -0.130
N -0.409 -1.604 0.684
N 1.041 -2.304 -1.246
O 2.461 -0.644 0.870
H -1.409 1.299 -1.994
H 0.262 1.604 -1.603
H -1.129 2.682 -0.848
H 1.099 0.938 1.039
H -0.070 1.134 2.193
H 0.027 2.440 1.108
H -2.261 1.920 1.288
H -2.953 0.769 -0.025
H -2.380 0.308 1.565
H -0.080 -0.885 -2.291
H 1.394 -0.154 -1.381
H -0.859 -1.501 1.582
H -0.023 -2.438 0.303
H 2.507 -0.711 1.813
H 1.918 -2.386 -0.644
H 1.156 -2.593 -2.243
H 3.076 -1.199 0.535
*
```

The computed natural (NBO) charges, all in e, follow: atom 1 (C): -0.5967, atom 2 (C): -0.6073, atom 3 (C): -0.6027, atom 4 (C): -0.2776, atom 5 (C): -0.0921, atom 6 (C): 0.0983, atom 7 (N): -0.6192, atom 8 (N): -0.5017, atom 9 (O): -0.9335, atom 10 (H): 0.2239, atom 11 (H): 0.2066, atom 12 (H): 0.2475, atom 13 (H): 0.2231, atom 14 (H): 0.2111, atom 15 (H): 0.2261, atom 16 (H): 0.2418, atom 17 (H): 0.2235, atom 18 (H): 0.2041, atom 19 (H): 0.2249, atom 20 (H): 0.2957, atom 21 (H): 0.4249, atom 22 (H): 0.3905, atom 23 (H): 0.4962, atom 24 (H): 0.4096, atom 25 (H): 0.4196, atom 26 (H): 0.4635

7.
ORCA calculation (ωB97M-V/def2-TZVPD) on a 2-piece molecular cluster, C6H17N2O2 overall.

Properties
* M: 149.21 g/mol
* E_LUMO: -3.8 eV
* orbital gap: 0.3575 hartree
* energy relative to the best compared isomer or geometry (same formula, charge and spin): 57.84 kcal per mole
* E: -498.508007 Ha

The geometry in ORCA input format:
```
! wB97M-V def2-TZVPD RIJCOSX def2/J DEFGRID3
* xyz 1 1
N -1.781 3.378 2.747
C -0.375 3.763 2.547
O 0.169 4.479 3.431
C 0.567 3.318 1.330
C 0.330 1.784 0.848
N 0.661 1.591 -0.626
H -1.918 2.354 2.724
H -2.426 3.869 2.113
H 1.646 3.336 1.743
H 0.550 4.048 0.440
H -0.715 1.408 1.112
H 1.078 1.133 1.429
H 1.687 1.682 -0.792
H 0.225 2.349 -1.185
H 0.361 0.671 -0.997
C 0.862 -3.283 -0.422
C -0.263 -2.772 -1.309
C -0.948 -3.911 -2.045
O 0.265 -1.841 -2.258
H 1.631 -3.785 -1.018
H 1.354 -2.452 0.093
H 0.487 -3.985 0.326
H -0.996 -2.234 -0.699
H -0.242 -4.435 -2.697
H -1.747 -3.528 -2.687
H -1.378 -4.631 -1.345
H 0.914 -2.307 -2.802
*
```

The computed natural (NBO) charges, all in e, follow: atom 1 (N): -0.8828, atom 2 (C): 0.6657, atom 3 (O): -0.4561, atom 4 (C): -0.5371, atom 5 (C): -0.2508, atom 6 (N): -0.6900, atom 7 (H): 0.3775, atom 8 (H): 0.4014, atom 9 (H): 0.2690, atom 10 (H): 0.2446, atom 11 (H): 0.2415, atom 12 (H): 0.2441, atom 13 (H): 0.4503, atom 14 (H): 0.4449, atom 15 (H): 0.4730, atom 16 (C): -0.6296, atom 17 (C): 0.0947, atom 18 (C): -0.6347, atom 19 (O): -0.7567, atom 20 (H): 0.2117, atom 21 (H): 0.1949, atom 22 (H): 0.2277, atom 23 (H): 0.1636, atom 24 (H): 0.2087, atom 25 (H): 0.2244, atom 26 (H): 0.2245, atom 27 (H): 0.4754

8.
ORCA calculation (ωB97M-V/def2-TZVPD) on a 3-piece molecular cluster, C6H17N2O2 overall.

Properties
* M: 149.21 g/mol
* E_LUMO: -3.1 eV
* orbital gap: 0.3513 hartree
* energy relative to the best compared isomer or geometry (same formula, charge and spin): 65.99 kcal per mole
* E: -498.495020 Ha

The geometry in ORCA input format:
```
! wB97M-V def2-TZVPD RIJCOSX def2/J DEFGRID3
* xyz 1 1
C -0.190 0.655 -2.266
C -0.504 -0.613 -1.402
C -0.338 -0.446 0.055
C -1.278 0.588 0.605
C -2.570 0.558 0.300
C -0.812 2.519 1.872
N -0.661 1.291 1.711
N 0.422 -1.709 -1.817
H 0.674 1.188 -1.774
H -0.139 0.340 -3.319
H -0.804 1.543 -2.110
H -1.538 -1.028 -1.603
H -0.479 -1.304 0.679
H 0.829 -0.192 0.317
H -3.325 1.081 0.944
H -2.934 -0.133 -0.439
H -0.357 3.050 2.696
H -1.240 3.305 1.246
H 1.465 -1.341 -1.766
H 0.516 -2.514 -1.114
H 0.045 -1.912 -2.770
H 2.071 -0.443 3.336
H 0.847 0.114 2.650
O 1.600 -0.441 2.499
H 3.539 -1.401 0.030
H 2.507 -1.092 1.101
O 2.653 -1.662 0.338
*
```

The computed natural (NBO) charges, all in e, follow: atom 1 (C): -0.6633, atom 2 (C): -0.0411, atom 3 (C): -0.5017, atom 4 (C): 0.1338, atom 5 (C): -0.4223, atom 6 (C): 0.0134, atom 7 (N): -0.4604, atom 8 (N): -0.7209, atom 9 (H): 0.2414, atom 10 (H): 0.2280, atom 11 (H): 0.2743, atom 12 (H): 0.2190, atom 13 (H): 0.2494, atom 14 (H): 0.2528, atom 15 (H): 0.2354, atom 16 (H): 0.2002, atom 17 (H): 0.1782, atom 18 (H): 0.1681, atom 19 (H): 0.4763, atom 20 (H): 0.4754, atom 21 (H): 0.4528, atom 22 (H): 0.4916, atom 23 (H): 0.5077, atom 24 (O): -0.9832, atom 25 (H): 0.4795, atom 26 (H): 0.5094, atom 27 (O): -0.9937